No. 1
{
  "formula": "C9H21BNO4",
  "method": "the ωB97M-V functional and the def2-TZVPD basis",
  "total_energy_ha": -735.91328,
  "homo_energy_ev": -11.8,
  "multiplicity": 1,
  "charge": 1,
  "species": ["O", "B", "O", "C", "C", "C", "C", "N", "C", "H", "H", "H", "H", "H", "H", "H", "H", "H", "H", "H", "C", "O", "C", "C", "O", "C", "H", "H", "H", "H", "H", "H", "H", "H", "H", "H"],
  "coordinates": [[0.68, 3.25, 0.58], [0.47, 2.88, -0.72], [0.22, 3.84, -1.66], [0.48, 1.35, -1.15], [0.74, 1.10, -2.63], [0.30, -0.35, -3.00], [1.48, -1.12, -2.52], [2.53, -0.39, -2.50], [2.23, 1.00, -2.96], [0.74, 2.51, 1.19], [-0.31, 4.58, -1.33], [1.17, 0.80, -0.51], [-0.52, 0.97, -0.90], [0.21, 1.81, -3.26], [-0.61, -0.71, -2.54], [0.29, -0.49, -4.09], [1.51, -2.16, -2.20], [3.45, -0.72, -2.24], [2.44, 1.03, -4.03], [2.87, 1.73, -2.46], [-2.67, -0.52, 3.58], [-2.53, -1.80, 2.97], [-2.33, -1.75, 1.58], [-0.87, -1.96, 1.22], [-0.04, -0.91, 1.70], [0.63, -1.22, 2.91], [-2.58, -0.67, 4.65], [-1.89, 0.17, 3.24], [-3.65, -0.09, 3.37], [-2.69, -0.81, 1.16], [-2.91, -2.57, 1.13], [-0.78, -1.98, 0.13], [-0.52, -2.92, 1.61], [1.47, -1.90, 2.72], [-0.04, -1.68, 3.63], [1.02, -0.29, 3.32]],
  "nbo_charge": [-0.87, 1.12, -0.90, -0.79, -0.20, -0.48, 0.31, -0.41, -0.24, 0.50, 0.51, 0.23, 0.25, 0.27, 0.26, 0.27, 0.25, 0.45, 0.24, 0.25, -0.25, -0.54, -0.09, -0.08, -0.57, -0.26, 0.20, 0.17, 0.18, 0.17, 0.19, 0.15, 0.19, 0.17, 0.20, 0.19]
}

No. 2
{
  "formula": "C7H11Cl13",
  "method": "the ωB97M-V functional and the def2-TZVPD basis",
  "total_energy_ha": -6255.40002,
  "homo_energy_ev": [-13.3, -13.3],
  "multiplicity": 2,
  "charge": 1,
  "species": ["Cl", "C", "C", "Cl", "H", "H", "H", "H", "Cl", "C", "C", "Cl", "H", "H", "H", "H", "C", "Cl", "Cl", "Cl", "H", "C", "Cl", "Cl", "Cl", "H", "C", "Cl", "Cl", "Cl", "H"],
  "coordinates": [[4.92, 1.84, -1.15], [4.69, 1.72, 0.54], [4.03, 0.42, 1.03], [4.07, 0.29, 2.76], [4.03, 2.52, 0.88], [5.67, 1.92, 0.97], [4.49, -0.45, 0.56], [2.98, 0.35, 0.73], [0.88, -2.33, -2.33], [0.03, -0.82, -2.78], [-0.65, -0.09, -1.60], [0.38, 0.23, -0.25], [-0.79, -1.00, -3.47], [0.73, -0.18, -3.31], [-1.48, -0.65, -1.16], [-1.03, 0.81, -2.07], [-1.68, -3.84, 1.10], [-0.86, -5.20, 0.33], [-2.65, -2.88, 0.02], [-0.61, -2.74, 1.97], [-2.29, -4.31, 1.87], [-5.48, -0.35, -1.28], [-5.06, -1.41, -2.68], [-4.14, 0.64, -0.93], [-6.06, -1.28, 0.10], [-6.28, 0.35, -1.52], [0.46, 3.23, 2.22], [-1.12, 3.92, 2.60], [0.95, 2.18, 3.56], [1.66, 4.52, 1.88], [0.22, 2.58, 1.38]],
  "nbo_charge": [0.06, -0.45, -0.44, 0.34, 0.23, 0.25, 0.29, 0.29, 0.01, -0.39, -0.43, 0.08, 0.24, 0.23, 0.26, 0.24, -0.30, 0.04, 0.04, 0.00, 0.24, -0.30, 0.00, 0.03, 0.04, 0.24, -0.30, 0.07, 0.10, 0.04, 0.24]
}

No. 3
{
  "formula": "C34H23BrN2O7PtS",
  "method": "the ωB97M-V functional and the def2-TZVPD basis",
  "total_energy_ha": -5036.82468,
  "homo_energy_ev": [-8.3, -8.4],
  "multiplicity": 1,
  "charge": 0,
  "species": ["Pt", "O", "C", "O", "C", "C", "C", "C", "C", "C", "N", "O", "O", "N", "O", "O", "H", "H", "H", "C", "C", "C", "C", "C", "C", "C", "C", "C", "C", "C", "C", "C", "C", "C", "H", "H", "H", "H", "H", "H", "H", "H", "H", "H", "Br", "O", "S", "C", "C", "C", "C", "C", "C", "C", "C", "C", "C", "C", "C", "H", "H", "H", "H", "H", "H", "H", "H", "H", "H"],
  "coordinates": [[-0.70, -0.98, -2.33], [-0.27, -2.91, 0.23], [-0.59, -3.49, -0.79], [-0.46, -3.07, -2.01], [-1.23, -4.87, -0.68], [-1.20, -5.55, 0.52], [-1.84, -6.77, 0.64], [-2.54, -7.32, -0.42], [-2.56, -6.62, -1.61], [-1.91, -5.41, -1.76], [-3.32, -7.19, -2.74], [-3.37, -6.53, -3.76], [-3.83, -8.28, -2.59], [-1.81, -7.48, 1.92], [-2.37, -8.56, 1.97], [-1.22, -6.96, 2.84], [-0.68, -5.12, 1.37], [-3.05, -8.27, -0.33], [-1.95, -4.88, -2.70], [0.10, 0.75, -2.87], [0.41, 1.92, -2.60], [0.75, 3.19, -2.22], [2.17, 3.51, -2.12], [3.09, 2.86, -2.94], [4.44, 3.11, -2.82], [4.91, 4.00, -1.86], [4.00, 4.65, -1.02], [2.65, 4.40, -1.14], [-0.31, 4.08, -1.78], [-0.14, 5.47, -1.79], [-1.15, 6.31, -1.35], [-2.36, 5.77, -0.93], [-2.56, 4.40, -0.95], [-1.55, 3.56, -1.37], [2.73, 2.17, -3.69], [5.14, 2.60, -3.46], [5.97, 4.19, -1.76], [4.36, 5.34, -0.27], [1.96, 4.86, -0.44], [0.77, 5.90, -2.18], [-1.00, 7.38, -1.35], [-3.16, 6.43, -0.61], [-3.51, 3.98, -0.63], [-1.70, 2.48, -1.36], [-3.12, -0.97, -2.64], [-0.61, -0.11, -0.10], [0.26, 0.88, 0.63], [1.58, -0.08, 1.38], [1.33, -1.28, 2.03], [2.40, -2.01, 2.53], [3.70, -1.54, 2.36], [3.94, -0.35, 1.71], [2.87, 0.39, 1.21], [-0.74, 1.25, 2.08], [-0.59, 2.46, 2.73], [-1.40, 2.74, 3.83], [-2.36, 1.81, 4.23], [-2.51, 0.62, 3.55], [-1.70, 0.33, 2.46], [0.32, -1.66, 2.12], [2.22, -2.94, 3.04], [4.53, -2.13, 2.73], [4.95, 0.01, 1.58], [3.05, 1.32, 0.68], [0.14, 3.19, 2.40], [-1.29, 3.67, 4.36], [-2.99, 2.03, 5.08], [-3.26, -0.10, 3.86], [-1.82, -0.58, 1.88]],
  "nbo_charge": [0.98, -0.66, 0.76, -0.79, -0.08, -0.15, 0.01, -0.15, 0.00, -0.13, 0.53, -0.36, -0.38, 0.53, -0.37, -0.37, 0.27, 0.28, 0.28, -0.10, -0.14, 0.12, -0.06, -0.15, -0.21, -0.16, -0.22, -0.18, -0.16, -0.10, -0.24, -0.15, -0.20, -0.14, 0.23, 0.23, 0.22, 0.22, 0.23, 0.22, 0.22, 0.22, 0.23, 0.25, -0.44, -0.99, 1.22, -0.19, -0.20, -0.19, -0.19, -0.22, -0.22, -0.16, -0.24, -0.20, -0.20, -0.20, -0.23, 0.25, 0.22, 0.22, 0.22, 0.21, 0.22, 0.22, 0.22, 0.22, 0.26]
}

No. 4
{
  "formula": "C19H56NO8S7",
  "method": "the ωB97M-V functional and the def2-TZVPD basis",
  "total_energy_ha": -4200.64721,
  "homo_energy_ev": -9.9,
  "multiplicity": 1,
  "charge": 1,
  "species": ["C", "N", "C", "C", "C", "C", "O", "H", "H", "H", "H", "H", "H", "H", "H", "H", "H", "H", "H", "H", "H", "C", "S", "O", "C", "H", "H", "H", "H", "H", "H", "C", "S", "O", "C", "H", "H", "H", "H", "H", "H", "C", "S", "O", "C", "H", "H", "H", "H", "H", "H", "C", "S", "O", "C", "H", "H", "H", "H", "H", "H", "C", "S", "O", "C", "H", "H", "H", "H", "H", "H", "C", "S", "O", "C", "H", "H", "H", "H", "H", "H", "C", "S", "O", "C", "H", "H", "H", "H", "H", "H"],
  "coordinates": [[2.92, 1.16, 0.89], [1.86, 0.21, 0.89], [1.81, -0.74, 2.02], [0.59, 0.99, 1.01], [1.96, -0.42, -0.46], [1.11, -1.81, -0.49], [0.80, -2.30, -1.88], [4.07, 0.76, 1.00], [2.80, 1.75, 1.78], [2.92, 1.90, 0.06], [2.25, -0.43, 2.95], [2.45, -1.55, 1.72], [0.92, -1.37, 2.18], [0.18, 1.58, 0.21], [0.45, 1.55, 1.91], [-0.20, 0.10, 1.06], [2.93, -0.85, -0.61], [1.65, 0.31, -1.28], [0.07, -1.64, -0.18], [1.57, -2.81, 0.00], [1.35, -3.02, -2.25], [0.34, 1.22, -3.98], [0.69, 2.88, -4.64], [-0.36, 3.86, -4.14], [2.13, 3.16, -3.49], [1.27, 0.89, -3.91], [-0.32, 0.74, -4.45], [-0.10, 1.40, -2.95], [2.82, 2.24, -3.21], [1.82, 3.50, -2.59], [2.78, 3.82, -3.81], [-4.50, 1.16, 0.29], [-2.99, 2.11, -0.14], [-1.88, 1.03, -0.29], [-3.37, 2.68, -1.83], [-5.43, 1.75, 0.21], [-4.50, 1.06, 1.33], [-4.48, 0.39, -0.55], [-4.08, 3.26, -1.79], [-3.59, 1.81, -2.37], [-2.48, 3.16, -2.37], [3.30, -6.15, -3.98], [2.40, -4.72, -3.66], [1.45, -5.15, -2.51], [3.55, -3.57, -2.98], [2.59, -6.91, -3.70], [4.15, -6.01, -3.41], [3.68, -5.92, -4.95], [4.56, -4.06, -2.64], [3.22, -2.92, -2.23], [3.79, -2.75, -3.77], [0.55, 3.62, 5.38], [0.60, 2.05, 6.26], [0.03, 0.96, 5.37], [2.32, 1.78, 6.05], [1.35, 3.64, 4.68], [0.39, 4.17, 6.24], [-0.24, 3.50, 4.55], [2.38, 0.89, 6.67], [2.88, 2.58, 6.64], [2.48, 1.69, 5.02], [-1.65, 4.59, 1.98], [-0.31, 5.42, 1.24], [0.90, 4.56, 1.44], [-0.74, 4.89, -0.42], [-1.74, 5.17, 2.79], [-1.12, 3.54, 2.02], [-2.58, 4.65, 1.37], [-0.24, 5.68, -1.22], [-1.89, 5.12, -0.60], [-0.19, 4.00, -0.78], [-3.04, -2.40, 2.26], [-1.71, -3.04, 3.25], [-0.58, -2.96, 2.26], [-1.53, -1.55, 4.18], [-2.58, -1.68, 1.44], [-3.96, -1.97, 2.96], [-3.25, -3.21, 1.64], [-2.31, -1.34, 5.07], [-1.19, -0.57, 3.62], [-0.65, -1.78, 4.80], [-2.59, -2.69, -2.29], [-2.15, -4.43, -1.98], [-3.37, -5.19, -1.50], [-1.72, -4.94, -3.59], [-1.76, -2.11, -2.32], [-3.33, -2.28, -1.52], [-2.98, -2.40, -3.34], [-1.34, -5.93, -3.46], [-1.25, -4.35, -4.29], [-2.78, -4.99, -3.87]],
  "lowdin_charge": [-0.06, -0.37, 0.00, -0.02, -0.07, -0.14, -0.15, 0.18, 0.09, 0.12, 0.11, 0.10, 0.08, 0.06, 0.09, 0.12, 0.11, 0.15, 0.10, 0.18, 0.00, -0.22, 0.90, -0.58, -0.21, -0.02, -0.03, 0.09, 0.10, -0.01, -0.02, -0.22, 0.85, -0.59, -0.19, 0.07, 0.02, 0.08, -0.05, 0.04, 0.09, -0.24, 0.84, -0.55, -0.28, 0.08, 0.02, 0.06, 0.11, -0.01, 0.09, -0.23, 0.84, -0.58, -0.28, 0.03, 0.02, 0.08, 0.05, 0.10, 0.02, -0.29, 0.82, -0.58, -0.31, -0.02, 0.09, 0.05, 0.11, 0.09, 0.04, -0.29, 0.84, -0.58, -0.35, 0.09, 0.13, -0.01, 0.11, 0.08, 0.03, -0.26, 0.79, -0.54, -0.28, -0.04, 0.07, 0.09, 0.05, 0.04, 0.06]
}

No. 5
{
  "formula": "C51H70BN12S3Tl",
  "method": "the ωB97M-V functional and the def2-TZVPD basis",
  "total_energy_ha": -4034.47436,
  "homo_energy_ev": -7.0,
  "multiplicity": 1,
  "charge": 0,
  "species": ["Tl", "C", "C", "C", "C", "N", "N", "B", "N", "N", "C", "C", "C", "C", "C", "S", "C", "C", "C", "C", "N", "N", "C", "C", "C", "C", "C", "S", "C", "C", "C", "C", "C", "S", "C", "C", "C", "C", "H", "H", "H", "H", "H", "H", "H", "H", "H", "H", "H", "H", "H", "H", "H", "H", "H", "H", "H", "H", "H", "H", "H", "H", "H", "H", "H", "H", "H", "H", "H", "H", "H", "H", "H", "H", "H", "H", "H", "C", "C", "C", "C", "C", "C", "C", "C", "C", "C", "N", "C", "C", "C", "C", "C", "N", "H", "H", "H", "H", "H", "H", "H", "H", "H", "H", "H", "H", "H", "H", "H", "H", "H", "C", "C", "C", "C", "N", "N", "C", "H", "H", "H", "H", "H", "H", "H", "H", "C", "C", "N", "C", "C", "N", "H", "H", "H", "H", "H", "H"],
  "coordinates": [[1.25, 1.03, -0.72], [-3.92, 2.32, 0.64], [-3.13, 1.06, 0.77], [-3.42, 0.13, 1.72], [-2.65, -1.06, 1.80], [-1.65, -1.26, 1.00], [-1.35, -0.36, 0.07], [-0.17, -0.74, -0.85], [0.56, -2.07, -0.48], [-0.36, -3.07, -0.62], [0.01, -4.30, -0.62], [1.38, -4.66, -0.49], [2.31, -3.69, -0.33], [3.76, -4.02, -0.21], [1.89, -2.30, -0.30], [3.06, -1.12, -0.08], [-1.09, -5.36, -0.70], [-1.46, -5.77, 0.73], [-2.31, -4.79, -1.42], [-0.60, -6.60, -1.46], [-0.77, -0.92, -2.28], [-2.10, -1.14, -2.27], [-2.76, -1.19, -3.38], [-2.09, -1.07, -4.63], [-0.75, -0.88, -4.66], [0.00, -0.74, -5.95], [-0.04, -0.79, -3.41], [1.61, -0.52, -3.36], [-4.28, -1.28, -3.26], [-4.78, 0.09, -2.78], [-4.94, -1.62, -4.59], [-4.67, -2.34, -2.22], [-2.04, 0.80, -0.13], [-1.66, 1.88, -1.38], [-2.99, -2.20, 2.76], [-3.72, -1.69, 4.01], [-3.91, -3.16, 2.00], [-1.71, -2.92, 3.19], [-4.65, 2.41, 1.44], [-4.43, 2.35, -0.32], [-3.25, 3.19, 0.65], [-4.24, 0.29, 2.40], [1.68, -5.69, -0.53], [3.92, -5.09, -0.36], [4.14, -3.74, 0.77], [4.35, -3.46, -0.94], [-1.78, -4.90, 1.31], [-0.61, -6.22, 1.24], [-2.27, -6.50, 0.71], [-2.60, -3.83, -0.99], [-3.14, -5.49, -1.35], [-2.09, -4.62, -2.48], [0.17, -7.15, -0.91], [-0.21, -6.34, -2.44], [-1.44, -7.28, -1.60], [-2.65, -1.12, -5.56], [-0.67, -0.86, -6.80], [0.80, -1.49, -6.00], [0.48, 0.23, -5.99], [-4.49, 0.89, -3.47], [-4.36, 0.33, -1.80], [-5.87, 0.08, -2.71], [-4.80, -0.83, -5.33], [-6.02, -1.73, -4.44], [-4.56, -2.56, -5.01], [-4.24, -2.11, -1.25], [-4.34, -3.33, -2.53], [-5.76, -2.36, -2.12], [-4.70, -1.28, 3.78], [-3.13, -0.92, 4.52], [-3.87, -2.52, 4.70], [-4.84, -2.67, 1.72], [-4.15, -4.03, 2.61], [-3.43, -3.50, 1.08], [-1.13, -2.29, 3.88], [-1.08, -3.16, 2.34], [-1.97, -3.85, 3.71], [-0.99, 5.98, 1.60], [-0.83, 4.47, 1.82], [0.33, 4.08, 2.70], [0.23, 4.35, 4.07], [1.17, 3.88, 4.96], [2.23, 3.11, 4.49], [2.38, 2.86, 3.14], [3.59, 2.09, 2.67], [4.82, 2.99, 2.55], [1.45, 3.37, 2.24], [1.62, 3.14, 0.85], [1.57, 4.20, 0.10], [1.58, 4.13, -1.31], [1.69, 5.15, -2.27], [1.69, 4.51, -3.50], [1.57, 3.14, -3.24], [1.50, 2.92, -1.93], [-1.86, 6.19, 0.97], [-0.12, 6.41, 1.11], [-1.12, 6.50, 2.55], [-0.78, 3.96, 0.86], [-1.74, 4.10, 2.31], [-0.63, 4.90, 4.43], [1.07, 4.08, 6.02], [2.96, 2.72, 5.19], [3.38, 1.59, 1.73], [3.81, 1.29, 3.40], [4.60, 3.87, 1.94], [5.66, 2.47, 2.11], [5.11, 3.36, 3.54], [1.54, 5.19, 0.55], [1.76, 6.21, -2.06], [1.76, 4.97, -4.48], [1.53, 2.32, -3.94], [5.91, 4.65, -0.88], [5.40, 3.31, -1.29], [5.82, 2.43, -2.26], [4.91, 1.35, -2.22], [4.00, 1.55, -1.27], [4.33, 2.73, -0.72], [4.92, 0.14, -3.09], [6.73, 4.95, -1.52], [6.27, 4.64, 0.16], [5.12, 5.40, -0.96], [6.67, 2.54, -2.92], [3.71, 3.13, -0.03], [5.92, -0.04, -3.47], [4.25, 0.27, -3.94], [4.58, -0.74, -2.53], [2.19, -1.53, 3.34], [1.13, -0.49, 3.41], [0.63, 0.19, 2.41], [-0.37, 0.97, 2.95], [-0.47, 0.77, 4.29], [0.50, -0.17, 4.58], [2.93, -1.25, 2.60], [1.77, -2.49, 3.03], [2.67, -1.67, 4.31], [-0.94, 1.65, 2.34], [-1.09, 1.22, 5.04], [0.71, -0.55, 5.48]],
  "lowdin_charge": [0.83, -0.07, -0.27, 0.05, -0.22, 0.18, -0.02, -0.77, 0.03, 0.17, -0.20, 0.06, -0.25, -0.08, -0.62, 0.70, -0.53, -0.03, -0.06, -0.06, -0.02, 0.17, -0.20, 0.06, -0.24, -0.07, -0.63, 0.73, -0.53, -0.04, -0.06, -0.05, -0.67, 0.72, -0.53, -0.05, -0.03, -0.05, 0.08, 0.07, 0.05, 0.12, 0.12, 0.08, 0.08, 0.07, 0.05, 0.09, 0.09, 0.04, 0.09, 0.09, 0.07, 0.09, 0.09, 0.11, 0.08, 0.08, 0.08, 0.09, 0.06, 0.09, 0.08, 0.09, 0.09, 0.07, 0.07, 0.09, 0.08, 0.08, 0.09, 0.09, 0.09, 0.06, 0.07, 0.06, 0.09, -0.08, -0.22, -0.19, -0.05, -0.08, -0.05, -0.18, -0.20, -0.09, -0.20, 0.05, -0.11, -0.35, -0.04, -0.08, -0.15, -0.07, 0.08, 0.06, 0.07, 0.08, 0.11, 0.11, 0.10, 0.11, 0.07, 0.11, 0.06, 0.08, 0.08, 0.14, 0.10, 0.09, 0.08, -0.02, -0.30, 0.01, -0.34, 0.03, 0.04, -0.06, 0.08, 0.07, 0.08, 0.11, 0.10, 0.08, 0.05, 0.04, -0.02, -0.40, 0.13, -0.15, -0.09, 0.10, 0.02, 0.08, 0.08, 0.10, 0.11, 0.15]
}

No. 6
{
  "formula": "C14H36N2NbO3",
  "method": "the ωB97M-V functional and the def2-TZVPD basis",
  "total_energy_ha": -946.91160,
  "homo_energy_ev": -5.1,
  "multiplicity": 1,
  "charge": -1,
  "species": ["C", "N", "C", "C", "O", "C", "Nb", "C", "C", "N", "H", "H", "H", "H", "H", "H", "H", "H", "H", "H", "H", "H", "H", "H", "H", "H", "C", "C", "O", "C", "C", "H", "H", "H", "H", "H", "H", "H", "H", "H", "H", "C", "C", "O", "C", "C", "H", "H", "H", "H", "H", "H", "H", "H", "H", "H"],
  "coordinates": [[0.13, 0.16, 2.35], [-1.09, -0.69, 2.22], [-0.70, -2.15, 2.17], [-1.77, -0.35, 0.94], [-1.29, -0.63, -0.17], [-3.15, 0.46, 1.02], [-4.84, -0.43, -0.22], [-6.05, -1.14, 1.57], [-5.98, -0.23, 2.85], [-6.12, 1.07, 2.90], [0.96, -0.35, 2.94], [0.55, 0.35, 1.30], [-0.06, 1.17, 2.83], [-0.93, -2.61, 3.18], [-1.27, -2.67, 1.34], [0.42, -2.26, 1.99], [-2.91, 1.48, 0.56], [-3.39, 0.66, 2.11], [-5.77, 1.14, -0.32], [-3.89, -0.04, -1.72], [-3.95, -2.05, -0.19], [-6.05, -1.25, -1.32], [-7.15, -1.17, 1.23], [-5.77, -2.24, 1.76], [-5.80, -0.75, 3.85], [-6.30, 1.38, 1.93], [2.94, -0.85, -3.92], [3.26, -2.23, -3.36], [3.09, -2.32, -1.95], [1.78, -2.05, -1.46], [0.71, -2.99, -2.01], [3.57, -0.10, -3.44], [3.13, -0.83, -5.00], [1.90, -0.57, -3.75], [4.30, -2.47, -3.56], [2.66, -3.00, -3.86], [1.51, -1.01, -1.64], [1.82, -2.17, -0.37], [0.62, -2.90, -3.09], [-0.26, -2.76, -1.57], [0.96, -4.03, -1.78], [3.82, 2.08, -1.36], [2.52, 2.54, -0.71], [2.41, 2.17, 0.65], [3.41, 2.66, 1.53], [3.47, 4.18, 1.58], [3.92, 0.99, -1.29], [3.84, 2.36, -2.42], [4.69, 2.52, -0.88], [1.68, 2.08, -1.23], [2.39, 3.62, -0.82], [4.38, 2.24, 1.27], [3.16, 2.28, 2.53], [3.72, 4.61, 0.61], [4.23, 4.50, 2.30], [2.51, 4.59, 1.88]],
  "nbo_charge": [-0.43, -0.55, -0.42, 0.75, -0.62, -1.08, 1.90, -1.08, 0.14, -0.68, 0.19, 0.21, 0.20, 0.19, 0.23, 0.17, 0.26, 0.25, -0.48, -0.37, -0.42, -0.36, 0.25, 0.24, 0.15, 0.33, -0.65, -0.06, -0.55, -0.06, -0.65, 0.21, 0.21, 0.21, 0.18, 0.16, 0.17, 0.19, 0.19, 0.25, 0.20, -0.65, -0.07, -0.53, -0.06, -0.64, 0.22, 0.21, 0.20, 0.20, 0.16, 0.16, 0.19, 0.20, 0.21, 0.21]
}